No. 1
{
  "formula": "C6H10O",
  "method": "ωB97M-V/def2-TZVPD",
  "species": ["C", "C", "C", "C", "C", "C", "O", "H", "H", "H", "H", "H", "H", "H", "H", "H", "H"],
  "xyz": [[-0.726237, 1.937685, 0.355803], [-0.153687, 0.571259, 0.097965], [-0.048582, -0.501310, 1.198343], [1.203887, -0.789365, 0.362595], [0.596646, -1.391071, -0.911877], [-0.544710, -0.335862, -1.095906], [1.299883, 0.608409, 0.015973], [-0.706469, 2.565856, -0.539612], [-0.099744, 2.415976, 1.115618], [-1.749648, 1.891767, 0.738686], [-0.824711, -1.273074, 1.185413], [0.117739, -0.113711, 2.202530], [2.122901, -1.205666, 0.778850], [0.262094, -2.421394, -0.757307], [1.316146, -1.375255, -1.732865], [-0.514290, 0.160751, -2.068672], [-1.551219, -0.744994, -0.945536]],
  "forces_ev_per_a": [[-0.03, 0.01, -0.02], [-0.34, 0.20, 0.04], [-0.07, -0.06, 0.20], [0.20, -0.40, 0.08], [0.01, -0.08, -0.06], [0.00, 0.07, -0.08], [0.09, 0.05, 0.04], [-0.03, -0.12, 0.04], [-0.15, -0.04, -0.08], [0.06, -0.07, -0.13], [0.11, 0.12, 0.19], [0.17, 0.06, -0.12], [-0.14, -0.01, -0.12], [-0.09, 0.16, -0.09], [-0.09, 0.02, 0.06], [0.08, 0.05, 0.17], [0.22, 0.03, -0.11]],
  "relative_energy_kj_mol": 73.5,
  "lumo_ev": 1.0,
  "e_homo_ha": -0.353,
  "e_tot_ev": -8430.47892,
  "fmax_ev_per_a": 0.45,
  "homo_lumo_gap_ev": 10.6
}

***

No. 2
{
  "formula": "C9H14Br2Cl2F2NO4PS2",
  "method": "ωB97M-V/def2-TZVPD",
  "species": ["C", "C", "C", "P", "C", "Cl", "C", "C", "Cl", "C", "Br", "C", "C", "Br", "H", "H", "H", "H", "H", "H", "H", "H", "H", "H", "H", "H", "H", "H", "N", "S", "O", "O", "F", "S", "O", "O", "F"],
  "xyz": [[-2.762586, -0.500043, 3.471899], [-1.773491, -1.033718, 2.766292], [-1.800794, -1.079792, 1.267142], [-0.600818, -0.111583, 0.312604], [-1.089836, 1.602514, 0.107759], [-1.607164, 1.889265, -1.523453], [-1.080953, 2.560524, 1.036963], [-1.486127, 3.976470, 0.841807], [-0.589178, 2.163981, 2.634373], [1.190144, -0.425987, 0.707361], [2.205099, 1.192987, 0.935218], [1.424902, -1.502647, 1.788154], [2.654047, -2.358081, 1.418346], [1.705810, -0.773565, 3.569927], [-3.731736, -0.284773, 3.038725], [-2.624124, -0.301132, 4.525496], [-0.950982, -1.489886, 3.298396], [-2.765886, -0.681490, 0.940199], [-1.733702, -2.102127, 0.882317], [-0.747006, -0.603756, -0.978244], [-1.547435, 4.243061, -0.207940], [-2.428702, 4.158944, 1.358146], [-0.744696, 4.618368, 1.317436], [1.604082, -0.824532, -0.216817], [0.556329, -2.151605, 1.849733], [2.948431, -2.215905, 0.380081], [3.496607, -2.151894, 2.069228], [2.408685, -3.412271, 1.539670], [0.365064, 0.056727, -4.060188], [1.684287, -0.124457, -3.218709], [2.793009, 0.668881, -3.622779], [1.935975, -1.443639, -2.719711], [1.127564, 0.630324, -1.901467], [0.374783, -0.517655, -5.539845], [-0.746403, -0.016579, -6.256859], [0.724323, -1.895887, -5.630916], [1.612476, 0.240960, -6.180347]],
  "forces_ev_per_a": [[0.13, -0.22, -0.01], [-0.28, 0.09, 0.14], [-0.41, -0.40, 0.26], [0.54, 0.13, -0.01], [0.00, -0.09, -0.30], [-0.10, 0.18, 0.14], [-0.12, -0.05, -0.12], [0.29, 0.14, 0.14], [-0.01, -0.11, 0.15], [-0.16, -0.02, 0.38], [0.15, 0.02, -0.06], [0.79, 0.04, -0.36], [-0.19, -0.27, 0.12], [-0.34, -0.07, 0.15], [0.14, 0.54, -0.14], [-0.24, -0.41, 0.14], [0.33, 0.40, -0.11], [0.01, -0.03, -0.21], [0.13, 0.00, -0.07], [-0.03, -0.08, -0.06], [-0.17, -0.07, -0.03], [-0.11, 0.00, -0.12], [0.04, 0.01, 0.01], [-0.34, -0.07, -0.21], [-0.10, 0.07, 0.09], [0.03, 0.05, -0.02], [0.10, 0.14, -0.10], [0.01, -0.03, 0.04], [0.37, -0.11, 0.04], [-0.09, 0.00, -0.17], [-0.01, -0.02, 0.06], [-0.10, -0.05, 0.28], [-0.10, 0.26, 0.11], [0.06, 0.17, -0.48], [-0.16, -0.07, 0.27], [-0.02, -0.01, 0.07], [-0.05, -0.07, 0.00]],
  "lumo_ev": -0.9,
  "e_homo_ha": -0.339,
  "e_tot_ev": -220761.29025,
  "fmax_ev_per_a": 0.87,
  "homo_lumo_gap_ev": 8.3
}

***

No. 3
{
  "formula": "C30H23GeN6Pd",
  "method": "ωB97M-V/def2-TZVPD",
  "species": ["Pd", "C", "C", "N", "C", "C", "N", "C", "C", "C", "C", "C", "N", "C", "C", "N", "C", "C", "N", "C", "C", "C", "N", "C", "C", "H", "H", "H", "H", "H", "H", "H", "H", "H", "H", "H", "H", "Ge", "C", "C", "C", "C", "C", "C", "C", "C", "C", "C", "C", "C", "H", "H", "H", "H", "H", "H", "H", "H", "H", "H", "H"],
  "xyz": [[0.155510, -0.440816, -0.042383], [1.715118, 3.592584, -0.316933], [1.535014, 2.232783, -0.568456], [0.654701, 1.534450, 0.139597], [-0.089734, 2.175539, 1.078263], [0.143985, 3.517786, 1.324736], [1.045726, 4.212445, 0.638669], [-1.142326, 1.356067, 1.704508], [-2.003355, 1.714462, 2.714336], [-2.975924, 0.806690, 3.180593], [-3.001445, -0.471328, 2.587088], [-2.129206, -0.788629, 1.573470], [-1.247808, 0.136108, 1.145910], [-2.039477, -2.049865, 0.816203], [-2.959523, -3.082374, 0.848254], [-2.835342, -4.155592, 0.072230], [-1.805469, -4.214844, -0.752385], [-0.846348, -3.201338, -0.799920], [-0.967731, -2.140973, -0.013728], [-3.925453, 1.178532, 4.243486], [-3.879914, 2.435253, 4.849930], [-4.800437, 2.739169, 5.842400], [-5.734484, 1.888257, 6.249194], [-5.787588, 0.691983, 5.676654], [-4.912489, 0.291539, 4.677128], [2.416102, 4.173496, -0.903891], [2.086072, 1.719243, -1.345339], [-0.410442, 4.054065, 2.085227], [-1.924643, 2.701055, 3.142919], [-3.707632, -1.216219, 2.918767], [-3.826009, -3.045825, 1.497342], [-1.724955, -5.078641, -1.401118], [0.005809, -3.247334, -1.465866], [-3.156884, 3.192690, 4.584947], [-4.783190, 3.707804, 6.326469], [-6.562299, 0.020909, 6.026452], [-5.036618, -0.699883, 4.267003], [2.550336, -0.994550, 1.528329], [3.936143, 0.253714, 1.774060], [4.507800, 0.143196, 3.050746], [5.624582, 0.901501, 3.368531], [6.132813, 1.799112, 2.440953], [5.550309, 1.929789, 1.180238], [4.458791, 1.156171, 0.839486], [2.409863, -2.353193, 0.223398], [3.055380, -2.276369, -1.029348], [3.190862, -3.418078, -1.798243], [2.695558, -4.631199, -1.324067], [2.048468, -4.714754, -0.089074], [1.873122, -3.577012, 0.672988], [1.755616, -1.288654, 2.801150], [4.098807, -0.528256, 3.798881], [6.081394, 0.803626, 4.343642], [6.993557, 2.403257, 2.695588], [5.967324, 2.624436, 0.463581], [4.056672, 1.220173, -0.163182], [3.484781, -1.343684, -1.376141], [3.702732, -3.375204, -2.750182], [2.822496, -5.526433, -1.919791], [1.693720, -5.671095, 0.272702], [1.376190, -3.643299, 1.634823]],
  "forces_ev_per_a": [[-0.04, -0.36, -0.13], [-0.03, 0.00, 0.01], [-0.01, 0.01, -0.03], [0.08, -0.05, 0.08], [0.01, 0.03, 0.00], [0.00, 0.00, -0.01], [0.01, 0.02, -0.01], [-0.08, 0.01, -0.01], [0.01, 0.00, -0.03], [-0.03, 0.02, 0.03], [-0.01, 0.01, -0.04], [-0.08, 0.06, -0.09], [0.24, -0.05, 0.12], [0.03, -0.02, 0.05], [0.01, -0.03, 0.00], [-0.01, 0.00, 0.00], [0.01, 0.02, 0.02], [-0.03, 0.00, -0.06], [-0.13, 0.12, 0.03], [0.04, -0.02, -0.03], [0.00, 0.03, 0.03], [0.02, -0.04, -0.04], [-0.05, 0.02, 0.06], [0.05, 0.01, -0.04], [-0.03, -0.01, 0.02], [0.01, 0.00, 0.01], [0.00, -0.01, 0.01], [-0.01, 0.00, -0.01], [-0.01, 0.00, 0.00], [-0.01, 0.00, 0.00], [0.00, 0.00, 0.00], [0.00, 0.00, 0.01], [-0.02, 0.02, -0.01], [0.00, 0.00, 0.00], [0.00, 0.00, 0.00], [0.00, 0.00, 0.01], [0.00, 0.00, -0.01], [0.45, -0.09, 0.56], [-0.21, 0.18, -0.06], [-0.08, 0.13, 0.09], [-0.01, 0.00, -0.01], [0.00, -0.01, 0.00], [-0.01, 0.00, -0.02], [0.22, -0.22, -0.12], [-0.39, 0.39, -0.38], [0.00, -0.01, 0.01], [-0.05, -0.01, -0.04], [0.02, 0.01, 0.01], [0.00, 0.01, -0.01], [0.14, -0.06, 0.03], [-0.02, -0.10, -0.05], [-0.02, 0.02, 0.00], [0.01, 0.00, -0.01], [0.00, 0.00, 0.00], [0.00, 0.00, 0.01], [-0.01, 0.01, 0.01], [0.05, -0.01, 0.03], [-0.02, 0.00, -0.01], [0.02, 0.00, 0.01], [0.00, 0.00, 0.00], [0.00, 0.00, 0.00]],
  "relative_energy_kj_mol": 0.0,
  "charge": 3,
  "lumo_ev": -11.2,
  "e_homo_ha": -0.604,
  "e_tot_ev": -100391.36725,
  "fmax_ev_per_a": 0.73,
  "homo_lumo_gap_ev": 5.2
}

***

No. 4
{
  "formula": "C5H7NO",
  "method": "ωB97M-V/def2-TZVPD",
  "species": ["C", "C", "C", "C", "C", "H", "H", "H", "H", "H", "H", "H", "N", "O"],
  "xyz": [[-0.249634, -0.083252, 1.345051], [-1.060222, -0.547042, 0.132916], [0.877489, -0.664193, 0.446901], [0.885453, 0.190649, -0.715169], [-0.515614, 0.432574, -0.997054], [-0.434154, -0.651844, 2.226160], [-0.549480, 0.868407, 1.665616], [-2.043945, -0.870678, 0.069634], [1.822011, -1.101962, 0.763989], [1.505698, 0.081898, -1.677591], [0.525806, 2.398206, -1.025966], [-0.900739, 0.244470, -1.999183], [0.312282, 1.426905, -0.451247], [-0.174951, -1.724138, 0.215941]],
  "forces_ev_per_a": [[-1.46, 0.27, 0.42], [1.67, 0.25, 0.76], [-0.44, -2.17, 2.51], [3.20, -0.13, -4.48], [-2.32, -3.06, 0.35], [0.06, -1.25, 0.26], [1.02, 2.10, 0.11], [-1.96, -0.22, 0.26], [-0.16, 0.11, 0.39], [-0.48, -0.19, 1.98], [-0.53, -3.82, 1.48], [0.21, 0.82, 0.07], [-0.09, 6.77, -1.34], [1.29, 0.54, -2.77]],
  "relative_energy_kj_mol": 481.8,
  "lumo_ev": 0.9,
  "e_homo_ha": -0.325,
  "e_tot_ev": -8831.20906,
  "fmax_ev_per_a": 6.90,
  "homo_lumo_gap_ev": 9.8
}